(1)
C35H29N5OZn | ωB97M-V/def2-TZVPD

Last column: Mulliken charge in e.
Geometry (Å):
Zn -0.3357 1.4697 -0.4837  0.21
C 3.7337 0.6389 -1.8897  -0.79
C 4.5438 0.5913 -0.7173  -0.26
C 3.9672 0.6982 0.5022  -0.72
C 2.5302 0.8657 0.6520  0.33
N 1.7779 0.9914 -0.5181  0.64
C 2.3947 0.8448 -1.7125  -0.63
N 2.0603 0.8456 1.8670  -0.63
C 0.7335 0.9393 2.2454  -0.85
N -0.3731 1.1648 1.4600  -0.52
C -1.5207 1.0776 2.2053  -0.59
N -2.8377 1.1112 1.7733  -0.68
C -3.2451 1.2291 0.5409  0.41
C -4.6754 1.1051 0.3015  -0.86
C -5.1928 1.1400 -0.9496  -0.11
C -4.3294 1.3285 -2.0682  -0.96
C -2.9961 1.4874 -1.7975  -0.11
N -2.4375 1.4587 -0.5719  0.22
C -1.1480 0.8252 3.5357  0.63
C -1.8851 0.6365 4.7242  -0.37
C -1.2125 0.3881 5.8968  -0.53
C 0.2163 0.3098 5.9239  -0.54
C 0.9551 0.4761 4.7772  -0.49
C 0.2871 0.7383 3.5613  0.99
H 4.1521 0.5501 -2.8832  0.39
H 5.6188 0.4618 -0.8032  0.34
H 4.5434 0.6421 1.4165  0.42
H 1.7395 0.9278 -2.5761  0.39
H -5.2962 0.9634 1.1767  0.40
H -6.2623 1.0257 -1.1017  0.34
H -4.6973 1.3544 -3.0854  0.36
H -2.2972 1.6651 -2.6141  0.32
H -2.9691 0.6859 4.7018  0.45
H -1.7681 0.2449 6.8192  0.36
H 0.7169 0.1123 6.8676  0.36
H 2.0382 0.4000 4.7940  0.44
C 0.2759 3.0428 -1.5870  -2.41
C 1.0325 3.9964 -2.1696  3.00
C 2.4350 4.1972 -1.8665  -0.36
C 3.1719 5.1543 -2.5217  -0.39
C 2.6222 6.0134 -3.4842  -0.63
C 1.2594 5.8675 -3.7574  -0.17
C 0.4784 4.9110 -3.1485  -0.85
H 2.8947 3.5691 -1.1135  0.33
H 4.2205 5.2507 -2.2564  0.33
H 3.2236 6.7578 -3.9890  0.34
H 0.7912 6.5230 -4.4860  0.31
H -0.5760 4.8383 -3.3869  0.34
C -0.4001 -7.1871 -0.4565  -1.50
C -0.3848 -5.6831 -0.4064  0.90
C -0.0681 -5.0056 0.7598  -1.09
C -0.0448 -3.6155 0.8136  0.59
C 0.3076 -2.9299 2.1167  -1.34
C -0.3492 -2.8859 -0.3422  0.36
C -0.2913 -1.4194 -0.2442  1.32
O -0.5150 -0.6405 -1.1320  -0.80
C -0.6844 -3.5516 -1.5328  0.89
C -1.0387 -2.8072 -2.7921  -1.33
C -0.6921 -4.9395 -1.5403  -1.03
H -0.1677 -7.6163 0.5184  0.34
H 0.3329 -7.5589 -1.1749  0.32
H -1.3789 -7.5572 -0.7664  0.33
H 0.1654 -5.5721 1.6553  0.25
H 0.4926 -3.6738 2.8911  0.35
H -0.4946 -2.2760 2.4636  0.34
H 1.2016 -2.3106 2.0225  0.29
H -0.0149 -1.0015 0.7351  -0.64
H -1.8772 -2.1298 -2.6277  0.28
H -1.2957 -3.5142 -3.5813  0.38
H -0.2100 -2.1819 -3.1249  0.26
H -0.9513 -5.4589 -2.4581  0.30

Forces on the atoms, in the same order (eV/Å):
-0.010 0.756 0.126
0.157 -0.064 0.017
-0.098 -0.030 -0.119
-0.001 0.069 -0.083
-0.159 -0.121 -0.174
0.399 -0.207 0.003
-0.136 0.027 0.366
-0.109 0.085 0.117
-0.189 -0.033 -0.018
0.056 -0.128 -0.107
0.040 -0.043 -0.066
0.154 -0.042 0.024
0.147 0.060 0.003
0.017 0.058 -0.086
0.113 0.017 -0.055
-0.092 -0.032 0.039
0.064 0.043 0.220
-0.201 -0.182 -0.187
-0.059 -0.019 0.054
0.107 -0.056 0.191
-0.040 0.017 -0.113
0.031 0.000 -0.113
-0.102 -0.068 0.180
0.050 0.006 0.016
-0.001 0.019 0.008
-0.004 -0.003 0.011
-0.010 0.036 0.019
-0.016 0.035 0.028
0.006 -0.008 0.008
-0.004 -0.001 0.020
0.007 0.030 0.017
0.008 -0.016 0.053
0.031 0.019 -0.026
0.012 0.001 -0.008
-0.007 -0.002 -0.016
-0.038 0.040 -0.024
-0.241 -0.358 0.120
0.280 0.632 -0.395
-0.247 -0.040 -0.019
0.042 0.091 -0.061
-0.115 -0.223 0.152
0.056 0.073 -0.040
0.123 -0.154 0.167
-0.015 0.001 -0.051
0.027 -0.005 -0.025
0.005 0.020 0.012
-0.026 0.022 -0.007
0.027 -0.031 -0.027
0.010 0.017 0.027
-0.006 0.083 -0.013
0.008 -0.044 0.062
0.093 0.078 0.299
-0.017 -0.109 -0.066
-0.030 -0.154 -0.084
0.321 -0.260 1.131
-0.363 0.177 -1.316
-0.051 0.028 -0.149
0.008 -0.021 0.042
-0.034 -0.004 -0.051
-0.001 0.006 -0.011
0.008 -0.015 -0.007
-0.017 -0.012 -0.008
0.010 0.027 0.013
-0.003 -0.018 -0.003
0.031 0.038 0.019
-0.024 0.038 0.020
0.014 -0.145 -0.013
0.015 -0.006 -0.006
0.000 -0.019 -0.020
-0.010 0.003 0.001
0.000 0.024 -0.016

Properties
* gap between HOMO and LUMO (alpha / beta): 0.1188 / 0.1188 Eh
* charge: -2
* molecular weight: 601.041 g/mol
* LUMO energy (alpha / beta): 3.878 / 3.878 eV
* HOMO (alpha / beta): 0.024 / 0.024 Eh

***

(2)
C35H30BrCl3IrN3O4P | ωB97M-V/def2-TZVPD

Last column: Löwdin spin population.
Geometry (Å):
Ir -1.1671 1.4091 -1.6008  2.44
C -1.1924 2.6295 1.7640  0.01
O -0.1724 2.0867 0.8721  0.11
C 0.9980 1.7504 1.3980  0.09
C 1.3142 1.8314 2.7372  -0.01
C 2.5804 1.4373 3.1580  0.15
Br 3.0510 1.5106 4.9240  0.19
C 3.5550 0.9766 2.2225  0.20
C 3.2763 0.9332 0.8731  0.03
C 1.9807 1.2850 0.4452  0.22
O 1.5559 1.2209 -0.8194  0.15
C 4.3683 0.4756 -0.0063  0.12
N 5.1784 -0.5134 0.3776  0.06
C 6.1066 -0.6131 -0.5847  0.16
C 7.2315 -1.5030 -0.6505  0.14
C 8.0758 -1.3698 -1.7150  0.01
C 7.8304 -0.3952 -2.7065  0.27
C 6.7096 0.4912 -2.6733  0.11
C 5.8706 0.3467 -1.6129  0.04
N 4.7064 1.0113 -1.2033  0.02
H -0.8209 3.5419 2.2281  0.00
H -1.4567 1.8780 2.5066  0.00
H -2.0454 2.8442 1.1310  0.00
H 0.5962 2.1784 3.4649  0.00
H 4.5293 0.6731 2.5836  0.01
H 2.1398 0.6728 -1.3686  0.00
H 7.3874 -2.2337 0.1322  0.00
H 8.9453 -2.0054 -1.8113  0.00
H 8.5204 -0.3081 -3.5371  0.01
H 6.5757 1.2252 -3.4568  0.00
H 4.3966 1.9014 -1.5681  0.00
Cl -2.9699 -0.2036 -6.6362  0.00
C -2.2184 1.3440 -6.2815  0.00
Cl -3.3435 2.6831 -6.4879  0.00
Cl -0.7436 1.5863 -7.2094  0.00
C -1.8367 1.3248 -4.8523  0.02
N -1.5509 1.3032 -3.7432  0.09
O -1.6887 -0.3510 -0.8959  0.20
P -2.2684 -1.1268 0.3447  0.03
C -2.7238 -2.7583 -0.1571  0.00
C -3.7807 -2.8783 -1.0715  0.00
C -4.2046 -4.1344 -1.4642  0.00
C -3.5923 -5.2682 -0.9385  0.00
C -2.5556 -5.1532 -0.0217  0.00
C -2.1149 -3.8974 0.3730  0.00
C -0.9489 -1.2164 1.5665  0.01
C -1.1555 -0.9932 2.9267  0.00
C -0.1255 -1.2186 3.8329  0.00
C 1.1085 -1.6718 3.3866  0.00
C 1.3273 -1.8783 2.0278  0.00
C 0.3055 -1.6489 1.1187  0.00
C -3.6932 -0.2768 0.9856  0.00
C -4.3879 -0.8878 2.0365  0.00
C -5.5343 -0.2984 2.5423  0.00
C -6.0075 0.8861 1.9898  0.00
C -5.3444 1.4758 0.9213  0.00
C -4.1908 0.8948 0.4164  0.01
H -4.2766 -1.9957 -1.4597  0.00
H -5.0207 -4.2390 -2.1659  0.00
H -3.9378 -6.2484 -1.2393  0.00
H -2.0981 -6.0414 0.3921  0.00
H -1.3184 -3.8129 1.1005  0.00
H -2.1222 -0.6717 3.2918  0.00
H -0.3041 -1.0779 4.8911  0.00
H 1.8899 -1.8983 4.1014  0.00
H 2.2790 -2.2663 1.6856  0.00
H 0.4563 -1.8701 0.0671  0.00
H -4.0591 -1.8407 2.4360  0.00
H -6.0725 -0.7741 3.3508  0.00
H -6.9119 1.3365 2.3765  0.00
H -5.7428 2.3740 0.4689  0.00
H -3.7118 1.3394 -0.4502  0.01
C -0.5819 4.6415 -1.3849  0.01
O -1.5172 3.5289 -1.5601  0.08
H -1.1263 5.4934 -0.9860  0.00
H -0.1235 4.8880 -2.3393  0.00
H 0.1657 4.3072 -0.6729  0.00
H -2.2523 3.8220 -2.1167  0.00

Forces on the atoms, in the same order (eV/Å):
-0.347 -0.146 -0.030
0.005 -0.036 0.017
0.113 0.047 0.097
-0.109 0.071 0.095
-0.044 0.005 0.017
-0.005 0.011 0.063
-0.024 -0.010 -0.087
0.033 -0.004 0.046
-0.018 -0.035 -0.039
0.025 -0.025 -0.093
0.174 -0.101 0.152
0.013 0.008 -0.019
-0.005 0.001 -0.008
-0.009 0.000 0.010
0.013 -0.008 -0.005
0.000 -0.009 0.007
-0.011 0.009 -0.001
0.002 -0.009 0.002
-0.006 0.016 0.002
0.026 -0.001 -0.011
-0.001 -0.005 0.008
-0.010 0.011 -0.002
-0.017 0.002 -0.015
-0.002 0.002 -0.008
0.014 -0.004 -0.028
0.040 0.074 -0.076
0.002 -0.001 0.002
-0.001 0.000 0.001
0.005 -0.001 0.000
-0.005 0.003 -0.001
-0.004 -0.001 0.006
0.007 0.012 0.004
-0.030 0.004 0.009
0.008 -0.012 0.001
0.009 0.001 -0.006
-0.028 -0.093 0.028
0.069 0.156 -0.048
-0.025 -0.029 0.037
0.087 -0.021 -0.019
-0.043 0.026 -0.026
0.002 -0.033 0.009
0.024 0.070 0.023
0.045 0.000 0.039
-0.008 0.059 -0.011
-0.011 -0.074 -0.013
0.005 -0.007 -0.026
-0.004 0.038 -0.022
0.014 0.000 0.008
-0.011 0.000 -0.008
0.017 0.015 0.000
-0.009 -0.028 -0.002
-0.063 -0.063 -0.005
-0.027 -0.004 -0.040
0.003 0.016 -0.008
0.001 -0.006 -0.004
0.006 0.005 -0.008
0.022 0.041 0.049
-0.005 -0.006 -0.004
-0.001 0.024 0.000
0.011 -0.004 0.009
0.005 0.012 0.004
0.002 -0.026 0.005
-0.024 -0.003 -0.003
0.001 -0.001 0.007
0.005 -0.003 0.003
0.007 -0.007 -0.001
0.002 0.003 -0.002
0.015 0.000 0.009
-0.001 0.001 0.003
-0.001 0.000 -0.001
-0.004 0.002 0.003
0.027 -0.001 -0.001
0.014 -0.010 0.030
0.053 0.087 -0.149
0.002 -0.003 0.003
-0.004 0.002 -0.002
-0.002 -0.001 0.005
-0.014 -0.008 0.018

Properties
* gap between HOMO and LUMO (alpha / beta): 0.2524 / 0.1390 Eh
* charge: +4
* 2S+1: 6
* molecular weight: 966.096 g/mol
* LUMO energy (alpha / beta): -10.949 / -14.035 eV
* expectation value of S²: 8.8009
* energy above the lowest of the compared OMol25 structures with the same formula, charge and spin: 79.4 kJ/mol
* HOMO (alpha / beta): -0.655 / -0.655 Eh

***

(3)
C35H30N2O8S5TeZr | ωB97M-V/def2-TZVPD

Last column: Mulliken charge in e.
Geometry (Å):
Zr -0.7253 -0.4169 0.0774  1.19
S -0.9467 -0.3455 -2.6662  -0.44
C -0.1326 -1.5579 -3.5928  0.40
C -0.2783 -1.5904 -4.9951  -0.79
C 0.4334 -2.4709 -5.7833  -0.43
C 1.3271 -3.3789 -5.2166  -0.64
C 1.4723 -3.3857 -3.8402  -0.40
C 0.7612 -2.4955 -3.0398  0.22
S 0.8927 -2.6354 -1.2854  -0.14
C 2.2224 -1.4422 -0.8767  -1.03
C 2.3119 -1.5103 0.6231  1.06
C 3.4980 -1.4366 1.3311  -0.78
C 3.4616 -1.6569 2.6956  -0.49
C 2.2630 -1.9874 3.3072  -0.81
C 1.1086 -1.9790 2.5432  0.26
C -0.2395 -2.3112 3.1099  -0.93
S -1.4637 -0.9976 2.7893  0.00
C -2.9259 -2.0047 2.7070  0.03
C -3.7878 -1.9362 3.7982  -0.42
C -4.9560 -2.6762 3.8330  -0.78
C -5.2550 -3.4940 2.7451  -0.43
C -4.4085 -3.5560 1.6571  -0.79
C -3.2134 -2.8100 1.5864  0.43
S -2.1982 -2.9328 0.1827  -0.40
N 1.1436 -1.7221 1.2364  0.50
H -0.9683 -0.8889 -5.4470  0.42
H 0.2897 -2.4545 -6.8584  0.33
H 1.8849 -4.0717 -5.8340  0.34
H 2.1390 -4.0935 -3.3611  0.40
H 1.9535 -0.4435 -1.2325  0.18
H 3.1656 -1.7348 -1.3363  0.64
H 4.4173 -1.1882 0.8192  0.43
H 4.3674 -1.5709 3.2816  0.35
H 2.2080 -2.1962 4.3670  0.44
H -0.1813 -2.4872 4.1834  0.42
H -0.6127 -3.2036 2.6027  0.43
H -3.5332 -1.2705 4.6140  0.42
H -5.6259 -2.6069 4.6810  0.35
H -6.1677 -4.0803 2.7421  0.34
H -4.6555 -4.1810 0.8078  0.41
C 3.8237 2.9549 -2.2345  -1.26
Te 2.7059 2.4746 -0.4483  0.36
C 4.3760 3.3426 0.5828  -0.93
C 5.4108 3.7207 -0.4421  0.45
C 6.6405 4.2565 -0.0566  -0.63
C 7.6003 4.6015 -0.9938  -0.49
C 7.3386 4.4132 -2.3458  -0.48
C 6.1203 3.8832 -2.7380  -0.63
C 5.1480 3.5325 -1.8005  0.51
H 3.2702 3.6695 -2.8436  0.39
H 3.9776 2.0566 -2.8329  0.42
H 4.7566 2.6190 1.3011  0.41
H 4.0332 4.2110 1.1441  0.39
H 6.8395 4.3989 0.9999  0.44
H 8.5499 5.0138 -0.6730  0.37
H 8.0818 4.6769 -3.0891  0.36
H 5.9111 3.7326 -3.7916  0.42
C 1.4564 1.6321 4.8498  -1.10
S 1.8121 1.7333 3.0989  1.03
O 1.5201 3.1018 2.7190  -0.68
O 3.2293 1.3819 2.9784  -0.63
O 0.9267 0.7221 2.5149  -0.39
H 2.0683 2.3632 5.3756  0.36
H 1.6888 0.6237 5.1898  0.20
H 0.3982 1.8452 4.9904  0.29
O -4.0312 0.8458 1.9042  -0.73
C -3.8240 0.6198 0.7215  -0.10
O -2.7293 0.2312 0.1902  -0.22
C -4.9829 0.6490 -0.2613  0.16
C -6.2342 1.0613 0.1829  -0.38
C -7.3090 1.1022 -0.6862  -0.50
C -7.1028 0.7152 -2.0017  0.23
C -5.8676 0.2954 -2.4687  -0.57
C -4.8005 0.2626 -1.5855  -0.16
N -8.2395 0.7527 -2.9310  0.95
O -9.2780 1.2554 -2.5347  -0.62
O -8.0163 0.5417 -4.1089  -0.61
H -6.3353 1.3451 1.2217  0.49
H -8.2903 1.4205 -0.3686  0.46
H -5.7527 0.0013 -3.5011  0.47
H -3.8198 -0.0612 -1.9116  0.34
O -0.1165 1.2024 -0.2725  -0.65

Forces on the atoms, in the same order (eV/Å):
-0.464 0.049 -0.512
-0.203 -0.018 -0.033
0.057 -0.029 0.029
-0.003 0.023 0.003
0.000 -0.008 -0.002
-0.005 0.004 0.006
0.000 -0.003 -0.015
-0.022 -0.012 0.016
0.077 0.063 -0.094
0.036 -0.032 -0.063
0.001 -0.011 0.085
0.000 -0.037 -0.100
-0.025 -0.014 0.081
0.062 -0.001 -0.088
-0.087 -0.043 0.065
0.046 0.002 0.029
0.047 0.176 -0.017
0.021 -0.004 -0.010
-0.001 0.009 -0.007
0.013 -0.006 -0.028
-0.008 0.013 0.020
0.022 0.012 -0.014
-0.085 0.015 0.029
0.116 -0.173 0.059
-0.149 0.409 -0.086
0.004 0.004 0.000
0.000 0.001 0.000
-0.003 -0.001 -0.001
-0.003 -0.001 0.001
-0.014 0.014 0.043
-0.004 0.003 0.007
0.003 -0.005 0.006
-0.010 0.002 -0.001
0.001 0.016 0.004
0.032 -0.024 -0.009
-0.017 0.005 -0.012
-0.001 -0.004 -0.002
-0.003 -0.001 -0.002
-0.002 0.001 0.001
-0.002 0.000 0.000
0.072 -0.072 0.020
-0.095 0.165 0.081
0.053 -0.025 -0.021
-0.031 -0.020 0.011
0.014 0.007 -0.005
-0.007 -0.001 0.005
-0.001 0.000 -0.008
0.001 0.001 -0.002
0.013 0.010 -0.023
-0.003 0.014 0.011
0.000 0.011 -0.023
-0.028 -0.001 0.024
-0.023 -0.010 0.003
-0.003 -0.003 0.000
0.001 0.000 0.000
0.001 0.000 -0.002
0.000 0.000 -0.002
-0.004 0.066 -0.036
0.023 -0.382 0.165
-0.002 0.113 -0.101
0.012 0.007 0.051
0.112 0.245 0.093
0.004 -0.005 0.001
-0.001 -0.003 -0.006
0.002 -0.005 0.006
0.030 0.305 -0.036
-0.129 -0.765 0.068
0.287 0.168 0.055
0.021 0.211 -0.043
-0.001 0.042 -0.020
-0.017 -0.085 0.021
-0.036 -0.531 0.203
-0.029 -0.081 0.022
-0.003 0.047 0.006
0.621 2.046 -0.433
-0.391 -0.660 0.229
-0.180 -0.779 -0.032
-0.002 0.005 -0.001
0.002 -0.006 0.005
0.002 -0.007 0.005
-0.005 -0.003 -0.009
0.293 -0.419 0.330

Properties
* gap between HOMO and LUMO: 0.2114 Eh
* charge: -2
* molecular weight: 985.790 g/mol
* LUMO energy: 3.356 eV
* energy above the lowest of the compared OMol25 structures with the same formula, charge and spin: 124.4 kJ/mol
* HOMO: -0.088 Eh

***

The following electronic energy values (in a.u.) correspond, in order, to the records above: -3479.4312; -6215.6746; -4369.3903.